Record 1
Density functional theory data (wB97M-V/def2-TZVPD) for C30H31Br26F3NO4 as an isolated structure.

Kohn-Sham gap = 5.69 eV

The geometry in ORCA input format:
```
! RIJCOSX wB97M-V def2-TZVPD def2/J DEFGRID3
* xyz 1 1
C -1.698 -0.570 4.618
C -1.129 0.449 3.422
Br 0.859 0.074 3.321
C -1.794 -0.083 1.982
Br -3.465 0.909 1.471
C -0.678 -0.206 0.785
C -0.008 1.088 0.032
C -0.377 2.646 0.384
C 0.485 3.252 1.683
C 0.143 4.889 1.697
F -1.339 4.989 1.970
F 0.791 5.559 2.882
F 0.561 5.584 0.458
C 1.146 0.830 -1.131
N 1.650 -0.534 -1.560
C 1.054 -1.769 -0.899
O 1.554 -3.100 -1.279
C 1.734 -3.236 -2.734
O 0.871 -2.790 -3.656
C 3.107 -4.059 -3.217
C 4.407 -3.880 -2.183
C 5.844 -4.627 -2.444
C 5.967 -5.573 -3.790
C 4.671 -5.752 -4.816
C 3.201 -4.998 -4.560
C -0.119 -1.701 0.288
C -0.634 -3.135 0.894
C -1.837 -3.859 0.048
C -2.270 -3.099 -1.339
C -3.429 -1.914 -1.112
O -3.108 -0.673 -1.483
O -4.722 -2.360 -0.566
H -1.280 -1.655 4.346
H -2.871 -0.536 4.644
H -1.203 -0.322 5.676
H -1.388 1.565 3.660
H -2.144 -1.200 2.219
H -1.519 2.879 0.485
H 0.004 3.293 -0.545
H 0.103 2.849 2.713
H 1.651 3.054 1.557
H 1.639 1.766 -1.634
H 2.415 -0.567 -2.292
H 4.295 -3.215 -1.227
H 6.739 -4.507 -1.692
H 6.984 -6.131 -3.956
H 4.855 -6.475 -5.735
H 2.280 -5.156 -5.273
H -1.003 -3.054 2.012
H 0.323 -3.848 0.921
H -2.752 -4.000 0.790
H -1.479 -4.954 -0.234
H -1.381 -2.702 -1.990
H -2.819 -3.920 -2.009
H -5.076 -1.736 0.135
C -2.412 0.044 9.191
Br -1.555 -1.493 10.019
Br -1.149 1.111 8.165
Br -3.955 -0.474 8.126
H -2.782 0.680 10.002
C 5.549 -2.035 -6.331
Br 6.576 -0.522 -5.669
Br 5.590 -3.535 -5.094
Br 3.729 -1.527 -6.793
H 6.032 -2.369 -7.256
C -2.534 5.293 8.776
Br -4.475 5.292 8.651
Br -1.910 4.336 10.351
Br -1.703 4.628 7.148
H -2.222 6.336 8.891
C -0.900 8.766 1.387
Br 0.773 8.835 0.397
Br -0.734 9.579 3.147
Br -2.373 9.531 0.373
H -1.135 7.709 1.545
C 6.466 -7.453 0.869
Br 5.548 -9.129 1.235
Br 8.385 -7.603 1.151
Br 6.046 -6.769 -0.903
H 6.093 -6.720 1.592
C -6.349 -1.928 -4.528
Br -4.663 -2.846 -4.213
Br -7.876 -3.038 -4.060
Br -6.410 -0.200 -3.636
H -6.412 -1.734 -5.604
C 1.557 7.152 -3.122
Br 0.639 5.477 -2.756
Br 3.476 7.003 -2.840
Br 1.138 7.836 -4.894
H 1.184 7.886 -2.399
C -5.049 3.538 -4.449
Br -5.499 2.859 -6.216
Br -3.125 3.681 -4.197
Br -5.956 5.216 -4.066
H -5.413 2.805 -3.722
*
```



Record 2
Density functional theory data (wB97M-V/def2-TZVPD) for C30H31BrF6HfN3O6P as an isolated structure.

ΔE to the lowest compared entry with this formula, charge and spin = 11.1 kcal/mol
Kohn-Sham gap = 7.63 eV

The geometry in ORCA input format:
```
! RIJCOSX wB97M-V def2-TZVPD def2/J DEFGRID3
* xyz 0 1
Hf 0.549 -0.285 0.176
O -3.171 -2.731 -3.029
C -3.894 -1.961 -2.202
C -5.246 -1.784 -2.503
C -6.043 -0.990 -1.706
C -5.516 -0.351 -0.587
C -4.183 -0.517 -0.284
C -3.353 -1.319 -1.074
C -1.930 -1.416 -0.724
O -1.481 -0.715 0.269
N -1.146 -2.188 -1.443
N 0.167 -2.095 -1.010
C 1.024 -2.853 -1.597
C 2.445 -2.833 -1.371
C 3.199 -3.858 -1.962
C 4.562 -3.944 -1.788
C 5.203 -2.982 -1.013
C 4.496 -1.952 -0.430
C 3.109 -1.844 -0.599
O 2.462 -0.847 -0.028
H -2.242 -2.737 -2.704
H -5.641 -2.282 -3.378
H -7.087 -0.863 -1.958
H -6.145 0.269 0.036
H -3.746 -0.035 0.579
H 0.646 -3.567 -2.327
H 2.684 -4.600 -2.559
H 5.124 -4.746 -2.246
H 6.274 -3.039 -0.865
H 4.994 -1.197 0.163
C 2.750 3.474 -0.051
C 1.325 3.653 0.463
P 0.798 2.221 1.482
C 1.791 2.337 3.020
C 1.659 3.606 3.854
C -0.947 2.556 1.974
C -1.385 4.013 2.106
H 3.017 4.274 -0.740
H 2.859 2.524 -0.580
H 3.473 3.486 0.765
H 0.626 3.699 -0.375
H 1.224 4.586 1.022
H 2.831 2.175 2.722
H 1.507 1.461 3.608
H 1.842 4.503 3.262
H 2.379 3.599 4.673
H 0.665 3.686 4.293
H -1.091 2.015 2.914
H -1.573 2.050 1.233
H -0.790 4.558 2.837
H -2.428 4.063 2.420
H -1.306 4.536 1.152
C 2.182 -1.651 3.700
C 0.756 -1.631 3.140
O 0.612 -0.664 2.172
C -0.216 -1.269 4.283
F 0.032 -0.016 4.707
F -1.497 -1.314 3.899
F -0.080 -2.080 5.346
C 0.423 -3.014 2.566
F 0.429 -3.979 3.492
F 1.346 -3.341 1.639
F -0.770 -3.041 1.955
H 2.376 -0.716 4.222
H 2.871 -1.734 2.860
H 2.339 -2.481 4.387
Br -1.071 0.220 -7.377
C -1.434 0.831 -5.627
C -2.629 1.494 -5.363
N -2.950 1.944 -4.160
C -2.089 1.749 -3.170
C -0.870 1.102 -3.343
C -0.531 0.623 -4.603
C 0.028 0.849 -2.188
O 1.030 0.118 -2.280
O -0.308 1.316 -1.043
H -3.346 1.661 -6.157
H -2.377 2.107 -2.190
H 0.404 0.103 -4.755
*
```



Record 3
Density functional theory data (wB97M-V/def2-TZVPD) for C30H31CeN3O3S as an isolated structure.

ΔE to the lowest compared entry with this formula, charge and spin = 0.0 kcal/mol
Kohn-Sham gap (alpha / beta) = 5.59 / 5.59 eV

The geometry in ORCA input format:
```
! RIJCOSX wB97M-V def2-TZVPD def2/J DEFGRID3
* xyz 2 1
Ce 12.362 7.993 9.779
C 13.845 7.835 14.348
C 13.760 7.931 12.856
N 12.783 7.445 12.117
N 11.603 7.011 12.682
C 10.823 6.358 11.783
O 11.188 6.069 10.595
C 9.438 6.066 12.209
C 8.499 5.706 11.229
C 7.198 5.401 11.596
C 6.826 5.431 12.968
C 7.770 5.846 13.921
C 9.060 6.204 13.537
C 14.852 8.604 12.108
C 16.023 9.172 12.683
C 16.937 9.867 11.879
C 16.719 9.984 10.497
C 15.510 9.455 10.003
N 14.635 8.765 10.759
H 12.865 7.424 14.696
H 14.005 8.806 14.850
H 14.620 7.117 14.668
H 8.812 5.638 10.179
H 6.459 5.117 10.833
H 5.810 5.190 13.266
H 7.491 5.883 14.981
H 9.811 6.523 14.284
H 16.221 9.052 13.760
H 17.811 10.303 12.363
H 17.420 10.450 9.798
H 15.220 9.562 8.961
C 11.126 7.572 7.043
C 12.503 8.166 6.761
C 13.599 7.142 6.490
C 12.364 9.291 5.746
O 13.011 8.817 8.014
H 10.701 7.235 6.070
H 10.450 8.346 7.407
H 11.163 6.688 7.720
H 13.375 6.590 5.566
H 13.653 6.433 7.326
H 14.562 7.671 6.363
H 12.074 8.886 4.758
H 13.334 9.821 5.638
H 11.561 10.000 6.059
O 10.673 9.491 9.757
S 11.306 10.822 9.668
C 9.997 11.961 9.797
C 10.303 13.296 9.463
C 9.365 14.267 9.769
C 8.150 13.877 10.393
C 7.881 12.546 10.720
C 8.827 11.558 10.421
C 11.995 10.997 11.270
C 11.270 10.459 12.343
C 11.797 10.634 13.635
C 12.947 11.423 13.837
C 13.653 11.957 12.733
C 13.200 11.702 11.440
H 11.255 13.526 8.960
H 9.550 15.335 9.554
H 7.410 14.637 10.644
H 6.943 12.288 11.226
H 8.683 10.493 10.636
H 10.369 9.893 12.132
H 11.268 10.165 14.483
H 13.282 11.636 14.866
H 14.577 12.540 12.894
H 13.774 12.050 10.563
*
```



Record 4
Density functional theory data (wB97M-V/def2-TZVPD) for C30H31Cl3CrFN3O2 as an isolated structure.

ΔE to the lowest compared entry with this formula, charge and spin = 6.6 kcal/mol
⟨S²⟩ = 6.01
Kohn-Sham gap (alpha / beta) = 7.50 / 7.76 eV

The geometry in ORCA input format:
```
! RIJCOSX wB97M-V def2-TZVPD def2/J DEFGRID3
* xyz 0 5
Cr -0.089 -0.323 1.405
Cl -5.012 3.777 4.786
C -3.968 2.937 3.679
C -2.959 2.132 4.168
C -2.150 1.478 3.257
Cl -0.845 0.460 3.847
C -2.286 1.572 1.863
O -1.523 0.946 1.020
C -3.334 2.416 1.430
Cl -3.558 2.591 -0.275
C -4.159 3.083 2.311
H -2.804 2.016 5.231
H -4.950 3.715 1.934
C -2.683 -3.175 -2.084
C -2.455 -1.928 -1.227
C -3.764 -1.443 -0.598
C -1.803 -0.809 -2.017
C -2.481 -0.291 -3.114
C -1.946 0.741 -3.861
C -0.719 1.268 -3.498
C -0.007 0.783 -2.404
C 1.284 1.511 -2.061
C 1.040 2.469 -0.894
C 2.512 0.633 -1.823
C -0.554 -0.274 -1.658
N 0.141 -0.835 -0.544
C 0.823 -1.988 -0.784
C 1.071 -2.576 -2.044
C 1.802 -3.745 -2.170
C 2.329 -4.408 -1.066
C 2.100 -3.872 0.196
C 1.374 -2.715 0.279
F 1.137 -2.181 1.561
H -3.125 -3.974 -1.484
H -1.742 -3.540 -2.499
H -3.362 -2.967 -2.913
H -1.772 -2.206 -0.423
H -4.484 -1.162 -1.369
H -3.588 -0.565 0.025
H -4.217 -2.227 0.012
H -3.447 -0.701 -3.385
H -2.480 1.137 -4.716
H -0.297 2.085 -4.072
H 1.510 2.125 -2.938
H 0.695 1.917 -0.021
H 0.264 3.193 -1.146
H 1.954 3.007 -0.629
H 2.427 0.074 -0.893
H 3.403 1.264 -1.761
H 2.655 -0.080 -2.636
H 0.675 -2.086 -2.924
H 1.964 -4.151 -3.160
H 2.894 -5.322 -1.178
H 2.460 -4.346 1.100
O -2.945 -2.190 2.514
C -1.892 -2.004 2.171
C 5.533 0.164 1.123
C 4.194 0.658 1.551
C 3.752 1.905 1.933
C 2.374 1.764 2.180
N 1.996 0.507 1.973
N 3.119 -0.147 1.602
C 1.406 2.818 2.605
H 6.254 0.977 1.149
H 5.494 -0.227 0.105
H 5.890 -0.631 1.780
H 4.340 2.803 2.012
H 3.063 -1.113 1.325
H 1.806 3.805 2.379
H 1.215 2.764 3.677
H 0.452 2.709 2.086
*
```



Record 5
Density functional theory data (wB97M-V/def2-TZVPD) for C30H31DyN8O5S2 as an isolated structure.

ΔE to the lowest compared entry with this formula, charge and spin = 97.6 kcal/mol
⟨S²⟩ = 9.33
Kohn-Sham gap (alpha / beta) = 7.48 / 7.47 eV

The geometry in ORCA input format:
```
! RIJCOSX wB97M-V def2-TZVPD def2/J DEFGRID3
* xyz 0 6
Dy 0.121 0.286 -0.596
N 0.489 2.875 3.346
C 0.193 1.821 2.531
S -1.125 2.040 1.457
N 0.914 0.743 2.665
N 0.743 -0.236 1.746
C 0.977 -1.466 2.091
C 1.399 -1.908 3.431
C 2.440 -1.281 4.111
C 2.823 -1.728 5.363
C 2.163 -2.788 5.962
C 1.107 -3.398 5.305
C 0.729 -2.966 4.048
C 0.621 -2.504 1.109
C 1.478 -3.744 1.081
C 0.852 -4.604 -1.290
C -0.534 -4.206 -1.095
C -1.078 -3.234 -0.340
N -0.497 -2.307 0.496
H -0.257 3.535 3.502
H 1.087 2.674 4.132
H 2.952 -0.452 3.648
H 3.639 -1.241 5.879
H 2.463 -3.128 6.943
H 0.575 -4.209 5.782
H -0.102 -3.439 3.546
H 2.366 -3.553 1.692
H 0.936 -5.553 -1.810
H -1.226 -4.780 -1.697
H -2.154 -3.100 -0.396
N -2.574 -0.064 -0.519
N -3.317 1.158 -0.511
C -2.806 2.207 -1.210
N -3.461 3.381 -1.102
S -1.553 2.023 -2.298
H -2.586 -0.436 -1.480
H -3.040 -0.734 0.093
H -3.725 1.369 0.395
H -4.054 3.568 -0.312
H -3.066 4.162 -1.600
O 1.884 -1.397 -0.662
C 1.778 -2.148 -1.898
C 0.349 -1.975 -2.551
O 0.084 -2.714 -3.482
O -0.415 -1.109 -2.042
C 2.854 -1.552 -2.802
C 4.164 -1.566 -2.315
C 5.166 -0.877 -2.972
C 4.867 -0.142 -4.107
C 3.580 -0.148 -4.611
C 2.576 -0.856 -3.968
C 2.014 -3.648 -1.641
C 1.932 -4.338 -0.261
C 2.917 -5.403 -0.028
C 3.691 -5.912 -1.000
C 3.690 -5.340 -2.311
C 2.965 -4.243 -2.584
H 2.833 -1.197 -0.574
H 4.414 -2.135 -1.423
H 6.173 -0.890 -2.577
H 5.634 0.449 -4.584
H 3.340 0.444 -5.479
H 1.572 -0.830 -4.359
H 0.906 -4.551 1.556
H 3.002 -5.775 0.984
H 4.367 -6.730 -0.800
H 4.358 -5.740 -3.057
H 3.042 -3.757 -3.543
N 1.792 2.394 0.048
C 1.865 3.150 -1.214
C 2.016 2.115 -2.383
O 2.586 2.451 -3.403
O 1.529 0.979 -2.095
H 1.574 3.039 0.807
H 2.728 2.027 0.240
H 2.699 3.862 -1.243
H 0.922 3.689 -1.357
*
```



Record 6
Density functional theory data (wB97M-V/def2-TZVPD) for C30H31N7O3PdS as an isolated structure.

ΔE to the lowest compared entry with this formula, charge and spin = 0.0 kcal/mol
⟨S²⟩ = 6.08
Kohn-Sham gap (alpha / beta) = 6.92 / 5.39 eV

The geometry in ORCA input format:
```
! RIJCOSX wB97M-V def2-TZVPD def2/J DEFGRID3
* xyz 2 5
Pd 0.379 -0.068 0.386
C -4.967 -0.209 2.076
N -3.569 -0.172 2.454
C -3.310 0.004 3.869
C -2.578 -0.294 1.584
O -1.380 -0.204 1.910
C -2.983 -0.543 0.126
O -1.879 -0.945 -0.653
C -1.886 -2.248 -1.203
C -0.588 -2.971 -0.814
O 0.315 -2.335 -0.249
N -0.459 -4.255 -1.122
C -1.451 -5.097 -1.754
C 0.788 -4.944 -0.847
H -5.560 0.112 2.928
H -5.279 -1.221 1.810
H -5.177 0.463 1.244
H -3.939 -0.690 4.429
H -3.543 1.027 4.167
H -2.263 -0.204 4.078
H -3.344 0.407 -0.296
H -3.789 -1.280 0.085
H -1.900 -2.141 -2.299
H -2.767 -2.807 -0.874
H -2.327 -4.544 -2.075
H -1.758 -5.881 -1.054
H -1.007 -5.578 -2.628
H 1.433 -4.306 -0.248
H 1.291 -5.184 -1.785
H 0.587 -5.869 -0.307
S -0.630 1.557 -1.172
C -0.172 3.045 -0.376
N -0.950 4.084 -0.531
N -0.641 5.319 -0.179
C 0.460 6.067 -0.506
C 0.573 7.360 0.039
C 1.592 8.189 -0.377
C 2.496 7.764 -1.344
C 2.393 6.482 -1.874
C 1.400 5.626 -1.451
N 0.902 3.064 0.413
N 1.305 1.948 0.942
C 2.321 1.908 1.784
C 2.537 0.568 2.429
C 3.793 0.477 3.235
C 4.555 1.560 3.473
C 4.239 2.832 2.912
C 3.154 3.004 2.103
H -1.433 5.832 0.206
H -0.134 7.695 0.784
H 1.679 9.183 0.034
H 3.271 8.429 -1.691
H 3.078 6.163 -2.643
H 1.304 4.642 -1.885
H 1.700 0.413 3.142
H 4.028 -0.491 3.647
H 5.426 1.478 4.104
H 4.887 3.669 3.123
H 2.935 3.956 1.642
N 7.289 -6.473 -0.412
C 6.478 -5.682 -0.256
C 5.494 -4.686 -0.042
C 5.458 -3.560 -0.871
C 4.562 -2.546 -0.609
C 3.699 -2.641 0.494
C 3.693 -3.807 1.280
C 4.590 -4.819 1.017
C 2.962 -1.523 0.920
C 2.439 -0.525 1.418
H 6.154 -3.477 -1.692
H 4.538 -1.662 -1.228
H 3.015 -3.884 2.117
H 4.624 -5.698 1.642
*
```



| no. | F_max (hartree/bohr) |
| --- | --- |
| 1 | 0.170 |
| 2 | 0.037 |
| 3 | 0.083 |
| 4 | 0.006 |
| 5 | 0.053 |
| 6 | 0.058 |